DFT (wB97M-V/def2-TZVPD) results for 3 unconnected molecules or ions with the total composition C26H50BN3O in a non-equilibrium geometry.

Geometry (Å):
N  -0.3288  0.1618  6.2759
C  0.0223  1.1330  7.0141
H  -1.2388  -3.3742  -3.7893
H  -0.7165  -5.2271  -6.0518
H  1.8029  -5.6013  -4.1307
H  5.0753  1.7618  0.4416
H  0.3361  -2.4472  -2.0861
H  2.4255  -3.0865  -3.7228
H  5.9308  0.2506  0.6316
H  -1.5172  0.6041  2.9966
H  -0.9108  2.3457  8.5860
H  2.6506  -2.2140  2.9662
H  1.8051  1.8793  5.9545
H  -3.2103  2.7797  -0.2382
H  -1.9858  -0.3671  -1.9140
H  3.4553  -5.0808  -4.4297
H  6.1656  1.6074  1.8254
C  -0.2284  -4.5119  -6.7146
H  1.1974  -3.9957  -2.0644
H  1.0690  -1.5506  4.8046
C  -2.7976  -0.3225  -2.6417
C  -3.9982  3.2607  -2.6920
H  -2.3390  4.6846  -2.6585
C  2.2916  1.0991  3.2217
H  -0.8781  -4.3767  -7.5822
H  -0.4967  2.9989  4.6517
H  -1.5402  0.6258  8.4377
H  1.6551  1.8679  3.6565
H  0.6137  -2.5322  -6.6990
H  0.7254  3.1349  6.7485
H  -0.4876  -3.9208  -1.5723
H  -1.1537  3.5964  -1.2341
H  -4.7870  3.0289  -3.4156
C  0.7301  -0.7926  4.0843
H  1.7665  2.1042  7.6928
C  -1.7241  3.2758  2.7759
H  -2.5187  2.5461  2.6855
C  -2.7167  2.1009  -0.9396
H  -0.3106  -4.8665  -3.8525
C  -0.6898  1.3001  8.3587
C  2.4210  -4.9591  -4.7598
H  -4.5014  3.8194  -1.8974
C  -1.3634  1.0005  4.0045
N  -3.5180  2.0019  -2.1486
C  -3.0191  1.0905  -3.1612
H  2.3706  -5.3272  -5.7834
H  -0.7441  2.0030  -1.8910
C  2.8415  -1.1489  2.8443
B  -0.2880  0.1835  4.8343
C  4.2533  0.5730  1.9803
H  -3.5141  4.9642  -3.9280
C  3.4139  1.5183  2.5301
H  4.6409  -1.5273  1.7553
H  -3.7563  1.0338  -3.9672
H  -1.7442  4.2550  3.2354
H  -0.7213  2.2856  -0.1534
C  3.9704  -0.7718  2.1570
H  -2.5280  -0.9820  -3.4688
H  -2.7422  1.1299  -0.4357
C  1.9509  -0.2245  3.3873
C  0.2403  -3.5172  -2.2779
H  -2.3159  1.1506  4.5293
H  0.1582  -1.3675  3.3361
H  -3.7036  -0.7176  -2.1789
C  5.4617  1.0618  1.1936
O  -0.3644  2.7480  2.5270
C  0.0090  -3.1578  -6.0362
H  -2.0842  1.4492  -3.6183
C  -0.8825  2.4608  3.7888
H  -2.3584  3.6494  -4.0951
C  -2.9839  4.1828  -3.3786
C  1.1444  2.1228  6.7869
H  0.6990  -4.9513  -7.0798
C  -0.2264  -3.7790  -3.7027
H  3.6439  2.5733  2.4180
N  0.6070  -3.1530  -4.7117
C  2.0211  -3.4820  -4.6588
H  0.0329  0.9664  9.1228
H  2.5434  -2.9178  -5.4359
H  -0.9549  -2.6425  -5.9653
C  -1.2532  2.5231  -1.0777

Values from the calculation:
Structure (SMILES)   CC(C)=NB(Cc1ccc(C)cc1)C[C@@H]1CO1.CCN(CC)CC.CCN(CC)CC
E   -34964.95173 eV
Net charge   0
Molecular weight   431.52 g/mol
E_LUMO   0.0214 Ha

=====

DFT (wB97M-V/def2-TZVPD) results for a molecular structure, C13H25ClN5O7PTi in a non-equilibrium geometry.

Geometry (Å):
H  -0.7088  -2.6625  3.2026
H  3.4647  -3.8106  1.8844
N  -1.3958  -0.6566  3.3735
H  3.1090  -2.5432  0.8646
C  -1.9256  0.1313  -2.1300
O  1.0116  0.0269  3.1313
H  2.9477  -1.8803  3.2096
C  0.3992  2.6108  -3.1967
H  -1.9961  -0.0798  2.7880
N  -0.7840  -0.4565  -1.6267
H  1.8375  1.2114  -3.2760
H  -2.0117  1.0645  0.5529
C  2.1356  -2.4119  2.7220
O  4.1268  -1.0893  -0.1603
C  -0.8902  -1.7738  -1.2445
H  -1.3168  -1.9737  1.6780
Ti  0.8806  0.3296  -0.9562
H  -1.5001  3.4621  -3.0519
H  -1.9368  -0.9882  4.1666
C  -2.0963  -2.4130  -1.0805
H  0.0373  -2.3013  -1.1172
O  2.4171  -0.8573  -1.8413
N  0.0495  1.6821  0.3446
H  -2.8331  1.6399  -3.2716
H  0.8953  3.5465  -2.9675
H  2.0218  -3.7632  1.1031
C  -1.2248  2.5527  1.9776
N  0.0298  3.1192  1.9916
O  1.1321  -1.0195  0.6985
H  0.3936  2.4724  -4.2738
H  1.7717  2.8594  0.7928
O  4.5078  0.3144  -2.0025
Cl  3.5276  -0.1779  -1.1098
P  0.9393  -1.1304  2.1931
H  -2.1158  -3.4556  -0.7842
H  -0.9837  2.7056  -1.5729
H  -4.0415  0.0404  -2.3118
C  -1.8148  1.3301  -3.0491
C  -3.2679  -1.7245  -1.3622
H  -0.6121  -0.0534  3.6715
C  -0.7438  -1.7709  2.5785
H  1.7039  -3.1085  3.4354
O  2.8527  0.9293  -0.3754
O  1.1943  1.5121  -2.6244
H  -4.2380  -2.1907  -1.2320
C  -3.1563  -0.4688  -1.9456
C  -1.0023  2.5773  -2.6515
H  0.3642  3.8068  2.6475
C  -1.2048  1.6620  0.9548
C  0.7539  2.5780  1.0060
H  -2.0048  2.8490  2.6628
H  -1.4153  0.9408  -3.9922
N  2.7167  -3.1932  1.5763

Values from the calculation:
E   -80579.05834 eV
Net charge   +2
Multiplicity   3
Molecular weight   477.66 g/mol
⟨S²⟩   2.020
E_LUMO (alpha / beta)   -0.2004 / -0.2005 Ha